## P
61
Properties=species:S:1:pos:R:3 method="wB97M-V/def2-TZVPD" e_lumo_ev=0.65 total_charge=0 smiles="CCOC(=O)C1CCN(Cc2nc3ccccc3c(=O)n2-c2ccc(OCC)cc2)CC1"
O -3.225 -2.178 1.088
O 3.132 0.269 -2.135
O 4.956 0.583 -0.869
O -0.865 0.518 -3.748
N -1.903 0.502 3.817
N -2.110 -0.264 1.612
N 0.200 1.435 1.199
C -0.856 1.804 2.117
C -2.652 -0.556 4.260
C -2.384 0.937 -0.501
C -2.054 1.105 -1.828
C 3.768 0.685 -1.035
C 0.337 0.343 -5.786
C 3.944 -1.874 -2.948
C -1.800 -0.089 0.231
C -2.927 -0.677 5.626
C -0.951 -0.985 -0.395
C 0.111 -0.264 -4.410
C -0.621 -0.823 -1.727
C 2.214 0.119 0.807
C 1.251 0.676 1.849
C 1.682 2.081 -0.621
C -2.860 -1.402 1.947
C -4.157 -2.703 5.201
C -3.143 -1.527 3.371
C -1.666 0.615 2.560
C -3.896 -2.599 3.854
C -1.151 0.241 -2.452
C 0.746 2.568 0.479
C 3.924 -0.366 -3.143
C 2.820 1.268 -0.008
C -3.671 -1.739 6.085
H 1.290 3.254 1.155
H -4.740 -3.530 5.578
H 0.693 1.365 -5.688
H 2.078 2.936 -1.171
H -2.543 0.077 6.295
H 1.045 -0.256 -3.832
H -4.259 -3.329 3.146
H 1.806 1.299 2.574
H -2.485 1.902 -2.411
H -0.545 -1.814 0.165
H 2.931 -2.272 -2.953
H 4.413 -2.119 -1.998
H -0.481 2.295 3.031
H 3.002 -0.451 1.301
H -0.596 0.355 -6.343
H 3.461 -0.096 -4.095
H 4.510 -2.339 -3.750
H 4.940 0.037 -3.097
H 3.419 1.899 0.657
H 0.048 -1.531 -2.189
H -3.095 1.600 -0.031
H -0.083 3.118 0.027
H 1.071 -0.241 -6.334
H 1.666 -0.540 0.132
H -1.522 2.506 1.608
H 1.117 1.452 -1.309
H -0.239 -1.301 -4.508
H 0.790 -0.147 2.402
H -3.883 -1.830 7.140

---

## Q
61
Properties=species:S:1:pos:R:3 method="wB97M-V/def2-TZVPD" e_lumo_ev=-0.31 total_charge=0
O 0.428 -3.286 -0.492
O 3.045 -1.888 -0.355
O 2.232 1.635 2.097
O -6.233 0.074 -2.891
N -4.925 -1.305 -0.805
N -1.704 2.837 0.973
N -0.207 -1.538 0.829
C -1.551 3.073 -0.317
C 0.675 -2.255 0.093
C 1.792 -0.390 1.050
C -5.988 -1.311 -2.973
C -1.583 -1.933 1.001
C 6.323 -0.350 1.079
C 4.114 0.548 1.065
C -1.099 1.785 1.494
C 2.022 -1.540 0.191
C -6.377 0.474 -1.549
C 2.684 0.561 1.410
C 0.323 -0.311 1.385
C -0.779 2.274 -1.149
C 6.781 0.728 0.350
C 5.917 1.752 -0.024
C -4.733 -1.700 -2.188
C -2.504 -1.350 -0.071
C -0.150 1.170 -0.600
C -3.949 -1.834 0.122
C 6.414 2.918 -0.822
C 4.590 1.652 0.354
C 4.989 -0.468 1.453
C -0.315 0.907 0.757
C 4.552 -1.649 2.257
C -5.131 0.129 -0.730
H 6.633 2.603 -1.842
H 0.454 0.513 -1.210
H -5.870 -1.539 -4.033
H -0.677 2.506 -2.198
H 7.014 -1.128 1.368
H -4.276 0.698 -1.134
H -6.544 1.552 -1.566
H 5.353 -1.980 2.915
H 3.668 -1.429 2.851
H 0.155 -0.283 2.471
H -2.135 -1.661 -1.049
H 2.962 2.245 2.276
H 3.893 2.427 0.060
H -3.862 -1.201 -2.646
H -1.913 -1.621 1.997
H -6.848 -1.865 -2.570
H -2.071 3.942 -0.699
H -5.284 0.415 0.313
H -3.978 -2.924 0.038
H -1.607 -3.026 0.939
H -4.284 -1.564 1.129
H 7.823 0.783 0.068
H -7.249 -0.027 -1.102
H 4.309 -2.468 1.580
H -1.253 1.635 2.555
H 7.332 3.314 -0.392
H -2.481 -0.261 -0.019
H 5.672 3.712 -0.861
H -4.589 -2.780 -2.234

---

Most stable structure: P

---

## P
15
Properties=species:S:1:pos:R:3 method="wB97M-V/def2-TZVPD" e_lumo_ev=-5.42 total_charge=+1
O 3.905 0.482 -0.022
N -0.574 0.920 -0.705
C -1.324 1.451 0.449
C 1.704 -0.522 -0.058
C -0.324 -1.964 0.195
C 2.829 0.071 0.028
C 0.462 -0.799 -0.095
H -1.477 0.764 1.139
H -2.219 1.946 0.015
H -1.360 -1.710 0.211
H -1.162 0.737 -1.497
H -0.627 2.193 0.776
H 0.277 1.322 -1.045
H -0.117 -2.158 1.164
H 0.007 -2.734 -0.557

---

## Q
15
Properties=species:S:1:pos:R:3 method="wB97M-V/def2-TZVPD" e_lumo_ev=-6.22 total_charge=+1
O 1.356 0.590 -0.734
N -0.184 0.601 1.111
C 0.718 -0.445 1.536
C -0.824 -0.557 -1.032
C -1.171 0.342 0.082
C 0.522 0.006 -1.535
C 1.162 0.641 0.557
H 1.830 1.281 1.056
H -1.459 1.370 -0.180
H -1.505 -0.517 -1.791
H -0.598 -1.595 -0.602
H 0.554 -1.427 1.097
H 0.755 0.102 -2.628
H -2.101 -0.018 0.426
H 0.945 -0.374 2.639

---

## R
15
Properties=species:S:1:pos:R:3 method="wB97M-V/def2-TZVPD" e_lumo_ev=-4.95 total_charge=+1 smiles="C=[N+]1CC(C)=CO1"
O 1.205 -1.182 -0.007
N 1.531 0.131 -0.024
C 2.769 0.581 0.022
C -0.049 0.930 -0.096
C -0.917 -0.282 -0.123
C -2.431 -0.322 0.027
C -0.115 -1.351 0.099
H -2.718 -0.006 0.951
H 0.019 1.510 -0.917
H 2.875 1.589 0.214
H -2.865 0.287 -0.863
H -0.403 -2.398 0.154
H -2.734 -1.339 -0.184
H 0.018 1.711 0.701
H 3.814 0.141 0.047

---

## S
15
Properties=species:S:1:pos:R:3 method="wB97M-V/def2-TZVPD" e_lumo_ev="-6.63 / -6.63" total_charge=+1
O -2.580 1.118 -0.909
N -2.339 0.857 0.238
C -0.438 -0.150 -1.667
C -1.236 0.058 0.640
C -1.194 -0.276 1.975
C -0.106 -0.044 -0.289
C 1.205 0.426 0.326
H 1.463 -0.467 0.836
H 1.862 0.822 -0.503
H 0.283 0.269 -2.354
H -0.289 -0.505 2.430
H 0.869 1.184 0.888
H -0.841 -1.073 -2.001
H -2.022 -0.366 2.628
H -1.599 0.240 -1.859

---

Most stable structure: Q

---

## P
15
Properties=species:S:1:pos:R:3 method="wB97M-V/def2-TZVPD" e_lumo_ev="-7.12 / -7.09" total_charge=+1
O -0.326 -1.257 -1.653
N -0.439 -1.189 -0.474
C -0.634 -0.982 1.524
C -0.080 -0.040 0.527
C 0.934 1.335 -1.324
C 0.489 1.203 0.107
C -1.083 -2.040 0.460
H 1.019 2.363 -1.526
H 0.484 0.840 -2.141
H 1.979 0.852 -1.256
H -1.404 -0.561 2.106
H 1.107 1.629 0.915
H -0.444 1.985 0.166
H 0.218 -1.351 2.186
H -1.820 -2.786 0.380

---

## Q
15
Properties=species:S:1:pos:R:3 method="wB97M-V/def2-TZVPD" e_lumo_ev=-4.15 total_charge=+1 smiles="C=C=C(C)/[NH+]=C/O"
O 3.101 0.744 0.059
N 0.864 0.580 -0.094
C -0.506 -0.050 -0.081
C -0.449 -1.549 -0.013
C 2.001 0.040 0.062
C -2.708 1.304 0.047
C -1.596 0.652 -0.016
H -3.108 1.436 -0.872
H -1.431 -1.977 0.084
H -3.235 1.795 0.960
H 1.044 1.641 0.109
H 3.859 0.286 -0.082
H 2.098 -1.021 0.053
H -0.190 -1.821 -0.982
H 0.254 -2.061 0.767

---

Most stable structure: Q

---

## P
15
Properties=species:S:1:pos:R:3 method="wB97M-V/def2-TZVPD" e_lumo_ev=-5.72 total_charge=+1 smiles="C=C(C)[N+](=C)C=O"
O -3.407 -0.326 0.452
N -1.055 -0.319 -0.137
C 1.426 -0.308 0.053
C 0.051 0.466 -0.099
C -2.517 0.417 0.402
C -1.045 -1.563 -0.372
C -0.135 1.801 -0.318
H 2.168 0.443 0.189
H -2.297 1.284 0.987
H 1.280 -1.109 0.639
H 1.573 -0.828 -0.876
H -0.083 -2.057 -0.646
H -1.893 -2.084 -0.003
H 0.878 2.167 -0.362
H -1.030 2.414 -0.482

---

## Q
15
Properties=species:S:1:pos:R:3 method="wB97M-V/def2-TZVPD" e_lumo_ev=-4.70 total_charge=+1 smiles="C/C=C/[N+](C)=C=O"
O -1.233 -0.372 3.482
N 0.176 -0.793 1.599
C -0.473 -0.372 0.298
C -0.559 -0.644 2.574
C -1.096 1.286 -1.463
C -0.808 0.834 -0.079
C 1.514 -1.275 1.362
H 1.985 -1.435 2.398
H -0.380 -1.261 -0.227
H -1.332 0.581 -2.169
H -0.704 1.568 0.662
H 1.970 -0.638 0.747
H -1.956 1.970 -1.296
H 1.391 -2.300 0.958
H -0.278 1.964 -1.738

---

## R
15
Properties=species:S:1:pos:R:3 method="wB97M-V/def2-TZVPD" e_lumo_ev=-6.09 total_charge=+1 smiles="C1=[N+]2CCCO[C@H]12"
O 0.254 1.701 -0.226
N 1.026 -0.705 0.166
C 1.993 -0.253 -0.544
C -1.123 -0.187 -0.426
C -0.231 -1.307 0.189
C 1.480 0.616 0.450
C -0.969 1.196 0.248
H -1.178 1.332 1.262
H 2.771 -0.584 -1.211
H 1.809 0.978 1.304
H -2.199 -0.640 -0.434
H -0.804 -0.100 -1.519
H -0.646 -1.755 1.187
H -0.395 -2.250 -0.390
H -1.787 1.957 -0.056

---

Most stable structure: Q

---

## P
10
Properties=species:S:1:pos:R:3 method="wB97M-V/def2-TZVPD" e_lumo_ev="-0.59 / -0.27" total_charge=0
F 1.650 0.715 -0.144
N -0.274 -0.629 0.045
C 1.074 -0.455 0.333
C -1.086 0.534 0.098
H -0.706 1.371 -0.495
H 1.675 -1.284 -0.048
H -1.125 0.878 1.142
H 1.189 -0.404 1.434
H -0.303 -1.009 -2.147
H -2.093 0.282 -0.218

---

## Q
10
Properties=species:S:1:pos:R:3 method="wB97M-V/def2-TZVPD" e_lumo_ev=1.20 total_charge=0
F -1.537 -0.670 -0.077
N -0.282 1.415 -0.065
C 0.687 -0.917 -0.123
C -0.387 0.055 0.309
H 0.742 -1.008 -1.166
H -0.428 0.176 1.677
H 0.254 1.433 -0.926
H 1.699 -0.530 0.275
H 0.427 -1.871 0.062
H -1.174 1.916 0.035

---

Most stable structure: Q

---

## P
19
Properties=species:S:1:pos:R:3 method="wB97M-V/def2-TZVPD" e_lumo_ev=-4.93 total_charge=0
S -2.940 0.261 1.260
O 2.724 -1.072 1.399
O 0.207 -2.235 0.154
O 2.248 1.247 0.527
N -0.035 1.536 0.295
C -1.082 1.289 -0.555
C 1.231 1.377 -0.155
C -1.897 0.000 -0.253
H 2.423 -0.111 1.286
H -2.818 -0.941 1.727
H -0.747 1.202 -1.654
H 0.409 -1.835 -0.791
H -1.768 2.146 -0.564
H 1.357 1.693 -1.229
H -2.614 -0.219 -1.031
H 2.613 -1.371 0.488
H -1.094 -0.628 0.053
H 0.946 -0.678 -1.578
H 0.837 -1.663 0.620

---

## Q
19
Properties=species:S:1:pos:R:3 method="wB97M-V/def2-TZVPD" e_lumo_ev=0.42 total_charge=0 smiles="O=CNCCS.O.O"
S -1.662 1.538 -2.526
O 0.730 0.934 2.858
O 1.439 -1.953 0.947
O -1.683 -1.840 0.499
N 1.252 0.179 0.035
C 0.631 0.942 -1.072
C 1.271 -1.168 -0.013
C -0.901 0.804 -0.973
H -0.216 0.827 3.031
H -1.128 -2.564 0.312
H -1.264 1.411 -0.148
H -1.306 -0.263 -0.894
H 1.182 0.559 1.035
H -1.118 -1.028 0.679
H 0.896 1.991 -1.014
H 1.177 0.269 3.469
H 1.205 -1.611 -0.960
H 0.974 0.550 -2.062
H -1.481 0.422 -3.204

---

Most stable structure: Q

---

## P
21
Properties=species:S:1:pos:R:3 method="wB97M-V/def2-TZVPD" e_lumo_ev=0.64 total_charge=0 smiles="NC[C@@H]1CCCOS1(=O)=O"
S -1.236 1.359 -0.433
O -1.273 1.913 0.885
O 0.097 1.837 -1.157
O -2.283 1.628 -1.366
N -0.033 -0.820 1.891
C -0.967 -0.426 -0.359
C -1.210 -0.983 1.045
C 0.375 -0.848 -0.988
C 1.296 1.481 -0.434
C 1.619 0.006 -0.669
H -1.521 -2.030 0.926
H 0.564 -1.881 -0.683
H -0.229 -1.102 2.842
H 2.066 2.142 -0.824
H 2.315 -0.091 -1.503
H 0.237 -0.878 -2.069
H 0.722 -1.412 1.568
H -1.769 -0.774 -1.013
H 1.138 1.700 0.623
H -2.041 -0.446 1.503
H 2.133 -0.375 0.215

---

## Q
21
Properties=species:S:1:pos:R:3 method="wB97M-V/def2-TZVPD" e_lumo_ev=0.62 total_charge=0
S 0.717 0.051 -2.326
O 0.638 1.070 -3.303
O 0.857 -1.308 -2.753
O -0.670 0.149 -1.564
N 1.831 0.484 -1.119
C 0.964 -0.721 -0.073
C -0.521 -0.478 -0.268
C 2.051 1.804 -0.484
C -1.306 -1.802 -0.238
C -1.266 0.549 0.605
H -1.290 0.065 1.641
H 2.701 2.429 -1.105
H 1.176 2.344 -0.259
H 1.275 -0.468 0.904
H 2.692 1.737 0.442
H 1.453 -1.564 -0.570
H -1.693 -2.052 0.806
H -0.642 -2.698 -0.537
H -2.048 -1.682 -0.982
H -2.268 0.564 0.052
H -0.673 1.527 0.503

---

Most stable structure: P

---

## P
14
Properties=species:S:1:pos:R:3 method="wB97M-V/def2-TZVPD" e_lumo_ev=0.82 total_charge=0 smiles=CNCO.O
O -2.108 -1.261 0.496
O 0.308 0.195 1.607
N -0.027 0.737 -0.919
C 0.729 -0.354 -1.394
C 0.531 1.140 0.400
H -0.058 2.015 0.683
H 1.628 1.310 0.344
H 1.752 0.007 -1.508
H 0.379 -0.833 -2.335
H -1.039 0.449 -0.698
H 0.358 0.667 2.384
H -1.219 -0.885 0.559
H -1.996 -2.058 0.993
H 0.762 -1.130 -0.612

---

## Q
14
Properties=species:S:1:pos:R:3 method="wB97M-V/def2-TZVPD" e_lumo_ev=0.71 total_charge=0 smiles=NCCO.O
O 2.643 -0.912 0.301
O -0.960 1.499 -1.542
N -0.639 -0.750 1.336
C -1.035 0.452 0.602
C -0.621 0.311 -0.841
H -1.396 1.252 -2.365
H 0.455 0.152 -0.911
H -2.123 0.548 0.639
H 0.357 -0.899 1.198
H 2.761 -1.696 -0.257
H -0.581 1.381 0.981
H -0.760 -0.569 2.324
H 2.998 -0.179 -0.219
H -1.100 -0.592 -1.246

---

## R
14
Properties=species:S:1:pos:R:3 method="wB97M-V/def2-TZVPD" e_lumo_ev=0.40 total_charge=0 smiles="C=NC.O.O"
O 3.923 1.606 -0.023
O 2.086 -1.278 -1.246
N -2.822 0.296 0.397
C -2.823 -0.787 1.381
C -1.786 0.460 -0.282
H -2.167 -1.600 1.027
H -2.319 -0.403 2.255
H 1.389 -1.123 -1.896
H -1.047 -0.340 -0.442
H 1.568 -1.283 -0.431
H -3.829 -1.156 1.531
H 3.403 1.269 -0.770
H -1.584 1.383 -0.824
H 4.376 0.798 0.249

---

Most stable structure: Q